Here is 2 unconnected molecules or ions with the total composition C2H8S3 at a distorted geometry from the OMol25 dataset. Energies are from the ωB97M-V functional and the def2-TZVPD basis.

```
13
C2H8S3, DFT the ωB97M-V functional and the def2-TZVPD basis
S 0.28 0.14 -2.62
H -1.83 1.24 -2.62
S -0.43 -1.83 -3.14
H 0.57 0.83 0.96
H 0.49 -1.11 3.62
S -0.21 0.78 2.03
H 1.43 0.46 3.85
H 0.86 -2.20 -3.22
C 0.94 -0.24 3.11
C -1.20 0.85 -1.83
H -0.87 1.64 -1.14
H 1.79 -0.54 2.43
H -1.81 -0.02 -1.43
```

Calculated values
- Gap between HOMO and LUMO (spin up / spin down): 6.1 / 3.5 eV
- Molar mass: 128.29 Da
- Charge: +1
- Energy above the lowest of the compared OMol25 structures with the same formula, charge and spin: 9.5 kcal/mol
- 2S+1: 2
- LUMO level (spin up / spin down): -5.9 / -8.5 eV